Density functional theory data (ωB97M-V with the def2-TZVPD basis set) for a molecular structure, C19H21BNORh at a distorted geometry.

Calculated values
LUMO (alpha / beta) = 0.019 / -0.073 hartree
electronic energy = -27258.4802 eV
HOMO-LUMO gap (alpha / beta) = 8.18 / 7.05 eV
multiplicity = 5

Last column: Mulliken spin population.
CARTESIAN COORDINATES (ANGSTROEM)
C  0.525  -0.662  2.519  0.174
C  1.061  0.663  2.263  0.157
C  -0.023  1.485  1.819  0.209
H  2.098  0.935  2.464  0.016
C  -1.191  0.700  1.728  0.116
C  -0.902  -0.646  2.160  0.115
H  -1.599  -1.459  2.381  0.000
H  1.016  -1.439  3.069  0.000
H  0.052  2.556  1.632  0.024
H  -2.181  1.075  1.509  0.007
C  0.866  0.063  -2.356  0.145
C  1.643  -1.050  -1.953  0.200
C  0.731  -2.071  -1.461  0.267
H  2.711  -1.238  -2.085  0.010
C  -0.620  -1.524  -1.497  -0.036
C  -0.497  -0.180  -2.040  0.223
H  -1.343  0.468  -2.310  0.020
H  1.257  0.978  -2.807  0.017
H  1.024  -3.118  -1.285  0.011
H  -1.550  -2.083  -1.369  -0.010
Rh  0.348  -0.812  0.328  2.203
O  -2.750  2.656  -0.821  -0.005
C  -2.370  4.018  -0.461  0.000
C  -3.809  3.558  -0.352  -0.001
H  -1.797  4.086  0.463  0.001
H  -2.137  4.688  -1.292  0.000
H  -4.172  3.360  0.659  0.000
H  -6.252  4.589  0.175  0.000
C  -6.055  4.553  -0.894  0.000
C  -4.818  4.009  -1.327  0.000
C  -4.546  3.987  -2.707  0.000
H  -3.596  3.582  -3.064  0.000
C  -5.490  4.448  -3.625  0.000
H  -5.275  4.394  -4.695  0.000
C  -6.710  4.984  -3.184  0.000
H  -7.439  5.358  -3.903  0.000
C  -6.981  5.045  -1.810  0.000
H  -7.919  5.480  -1.452  0.000
B  3.985  -3.256  1.291  0.000
C  3.014  -2.112  1.013  -0.001
N  2.204  -1.321  0.699  0.128
H  5.018  -3.040  0.681  0.004
H  3.500  -4.328  0.930  0.005
H  4.232  -3.286  2.488  -0.001